[1]
{
  "formula": "C23H38F5N3O5",
  "method": "ωB97M-V with the def2-TZVPD basis set",
  "lumo_ha": [0.017, 0.011],
  "homo_ev": [-8.53, -9.33],
  "spin_multiplicity": 3,
  "gap_ha": [0.330, 0.354],
  "s2": 2.01,
  "elements": ["O", "C", "N", "C", "O", "C", "O", "C", "F", "F", "C", "F", "F", "F", "H", "H", "C", "C", "C", "C", "C", "C", "N", "O", "C", "C", "C", "H", "H", "H", "H", "H", "H", "H", "H", "H", "H", "H", "H", "H", "H", "H", "H", "H", "H", "C", "C", "C", "C", "C", "C", "N", "O", "C", "C", "C", "H", "H", "H", "H", "H", "H", "H", "H", "H", "H", "H", "H", "H", "H", "H", "H", "H", "H"],
  "xyz": [[3.310, -1.206, 3.495], [2.573, -0.673, 2.754], [1.758, -0.088, 2.059], [1.204, 1.073, 2.790], [2.108, 2.154, 2.620], [2.262, 2.831, 3.834], [2.150, 4.009, 3.860], [-0.201, 1.432, 2.265], [-0.342, 2.748, 2.336], [-0.301, 1.088, 0.994], [-1.346, 0.809, 3.081], [-2.473, 1.415, 2.760], [-1.170, 1.018, 4.361], [-1.497, -0.452, 2.827], [1.196, 0.797, 3.851], [2.543, 2.217, 4.703], [6.325, 1.961, -2.709], [4.867, 1.452, -2.610], [4.042, 2.012, -3.772], [3.711, 3.496, -3.619], [3.057, 3.767, -2.265], [3.878, 3.236, -1.088], [4.282, 1.814, -1.286], [3.250, 1.061, -1.072], [5.119, 4.126, -0.882], [3.079, 3.407, 0.203], [4.978, -0.066, -2.766], [6.808, 1.971, -1.731], [6.924, 1.313, -3.348], [6.404, 2.957, -3.144], [3.104, 1.454, -3.859], [4.580, 1.853, -4.710], [4.610, 4.107, -3.738], [3.032, 3.801, -4.419], [2.896, 4.840, -2.144], [2.063, 3.307, -2.258], [5.763, 3.720, -0.100], [4.816, 5.127, -0.573], [5.719, 4.265, -1.778], [2.114, 2.909, 0.169], [2.880, 4.464, 0.384], [3.633, 3.025, 1.056], [5.563, -0.501, -1.954], [5.478, -0.303, -3.706], [4.006, -0.555, -2.796], [-6.324, -1.757, 0.590], [-5.036, -2.264, 1.281], [-3.806, -1.709, 0.558], [-3.543, -2.378, -0.790], [-3.487, -3.897, -0.638], [-4.720, -4.474, 0.061], [-5.028, -3.755, 1.330], [-4.179, -4.133, 2.232], [-5.927, -4.424, -0.896], [-4.506, -5.967, 0.311], [-5.095, -1.662, 2.687], [-7.159, -2.436, 0.763], [-6.622, -0.785, 0.983], [-6.208, -1.617, -0.484], [-2.920, -1.839, 1.186], [-3.922, -0.632, 0.412], [-4.309, -2.095, -1.518], [-2.596, -2.017, -1.196], [-3.373, -4.360, -1.621], [-2.587, -4.158, -0.071], [-6.837, -4.755, -0.393], [-5.760, -5.087, -1.746], [-6.113, -3.442, -1.323], [-3.613, -6.168, 0.902], [-4.382, -6.488, -0.639], [-5.363, -6.406, 0.824], [-5.963, -2.034, 3.235], [-5.178, -0.578, 2.619], [-4.200, -1.873, 3.270]],
  "forces_ev_per_a": [[-0.746, 0.468, -1.341], [0.791, -0.723, 1.222], [-0.298, 0.235, 0.359], [1.489, -0.888, -0.239], [-0.885, -0.276, 1.386], [0.024, 0.784, -1.053], [0.260, 0.033, 0.337], [0.963, -0.258, 0.277], [-0.250, 1.120, 0.356], [-0.377, -0.460, -0.927], [-0.279, 1.146, -0.911], [-1.013, 0.572, -0.538], [0.601, -0.103, 1.500], [0.263, -1.802, -0.046], [-0.542, 0.291, 0.046], [-0.154, -0.275, -0.153], [0.115, 0.268, 0.021], [1.825, -0.163, -0.733], [-0.438, 0.344, 0.029], [0.004, -0.047, 0.055], [-0.128, -0.296, -0.500], [0.850, 1.690, 0.782], [-2.134, -0.226, -1.136], [0.275, -0.389, 0.649], [0.263, 0.026, -0.242], [-0.244, -0.392, -0.137], [-0.488, -0.253, 0.314], [-0.051, 0.023, 0.011], [-0.153, -0.094, -0.030], [-0.024, 0.033, 0.106], [0.026, -0.063, 0.147], [0.122, -0.106, 0.095], [0.013, -0.024, 0.033], [0.022, 0.001, 0.000], [0.077, -0.014, 0.171], [0.058, -0.115, 0.106], [-0.022, -0.041, -0.017], [-0.151, -0.073, 0.054], [0.011, -0.087, 0.012], [0.093, -0.144, -0.054], [0.136, 0.042, -0.134], [0.057, -0.051, -0.049], [-0.026, 0.017, 0.016], [0.068, 0.181, -0.004], [-0.018, 0.075, 0.166], [-0.114, -0.055, -0.275], [-1.406, 1.422, -0.262], [0.416, -0.276, -0.292], [-0.040, -0.043, 0.050], [0.312, 0.450, 0.161], [-1.078, -0.791, -1.482], [2.402, 0.245, 0.215], [-0.502, -0.348, 0.493], [-0.144, 0.297, -0.114], [0.264, -0.075, 0.568], [0.325, -0.412, 0.393], [0.042, -0.036, -0.012], [0.151, -0.006, 0.100], [-0.020, -0.110, -0.003], [-0.085, -0.111, 0.091], [-0.151, -0.001, 0.124], [-0.027, -0.021, 0.027], [-0.017, 0.007, 0.001], [-0.137, -0.116, 0.045], [-0.097, -0.035, 0.128], [0.025, 0.019, 0.039], [0.116, -0.081, 0.099], [-0.012, 0.020, 0.084], [-0.072, 0.102, 0.096], [-0.068, 0.155, -0.088], [0.009, 0.040, 0.028], [0.020, -0.029, -0.007], [-0.052, -0.021, -0.187], [-0.046, -0.175, -0.028]]
}



[2]
{
  "formula": "C4H7N2",
  "method": "ωB97M-V with the def2-TZVPD basis set",
  "lumo_ha": -0.152,
  "de_lowest_ev": 3.7229,
  "homo_ev": -14.46,
  "charge": 1,
  "gap_ha": 0.380,
  "elements": ["C", "C", "C", "C", "N", "N", "H", "H", "H", "H", "H", "H", "H"],
  "xyz": [[2.504, -0.708, 0.465], [0.225, -1.429, 1.202], [-1.101, 0.535, -0.002], [-1.738, 1.208, -0.978], [1.608, -1.559, 0.810], [-0.696, -0.255, 0.742], [3.581, -0.988, 0.383], [0.107, -1.480, 2.237], [-0.394, -2.284, 0.878], [2.256, 0.351, 0.304], [-1.536, 2.306, -0.947], [-2.868, 1.208, -0.708], [-1.502, 0.740, -1.868]],
  "forces_ev_per_a": [[-1.396, -0.324, 0.612], [0.299, -0.638, -1.854], [1.986, -3.710, 3.853], [-3.883, 4.358, 0.339], [0.120, 0.743, 0.195], [0.947, 1.033, -1.042], [-1.113, -0.148, -0.046], [0.278, 0.441, 1.855], [0.615, 0.328, -0.498], [0.124, -0.167, -0.073], [0.292, -0.820, -0.353], [1.601, -0.429, -0.737], [0.129, -0.667, -2.251]]
}



[3]
{
  "formula": "C3H5NO4",
  "method": "ωB97M-V with the def2-TZVPD basis set",
  "lumo_ha": 0.003,
  "de_lowest_ev": 3.1853,
  "homo_ev": -10.55,
  "gap_ha": 0.391,
  "elements": ["C", "C", "C", "H", "H", "H", "H", "H", "N", "O", "O", "O", "O"],
  "xyz": [[1.050, -0.307, 0.656], [0.249, 0.446, -0.350], [-1.379, 0.258, -0.208], [1.829, -1.153, -1.086], [3.075, -1.241, 0.712], [0.326, 1.588, -0.041], [-0.345, 0.728, -2.226], [-0.722, 0.033, 1.492], [2.047, -1.044, -0.038], [0.904, -0.435, 1.865], [0.554, 0.183, -1.718], [-1.652, 0.150, 1.123], [-2.058, 0.725, -1.168]],
  "forces_ev_per_a": [[3.296, -3.621, -1.995], [-2.956, 1.751, -0.798], [0.672, 4.016, -0.722], [1.587, 0.261, 2.152], [-4.489, 0.341, -3.814], [0.062, -1.984, -0.712], [3.502, -2.571, 2.114], [-1.157, -0.287, 0.861], [1.677, 0.712, 3.005], [-0.734, 1.432, -0.582], [-3.352, 2.922, -0.757], [0.114, -0.259, -2.390], [1.778, -2.713, 3.639]]
}